No. 1
{"formula": "C13H26N3O2PPt", "method": "wB97M-V/def2-TZVPD", "species": ["Pt", "C", "O", "C", "O", "N", "N", "H", "H", "H", "H", "H", "H", "C", "C", "P", "C", "C", "C", "C", "H", "H", "H", "H", "H", "H", "H", "H", "H", "H", "H", "H", "H", "H", "H", "C", "C", "C", "N", "C", "C", "H", "H", "H", "H", "H"], "coordinates": [[0.38, 1.17, 0.33], [0.69, 1.24, 5.40], [0.33, 2.38, 4.58], [0.28, 2.20, 3.28], [0.50, 1.14, 2.70], [-0.08, 3.35, 2.64], [-0.18, 3.37, 1.24], [0.69, 1.61, 6.41], [1.68, 0.89, 5.12], [-0.05, 0.45, 5.27], [-0.23, 4.19, 3.17], [0.49, 4.05, 0.89], [-1.11, 3.67, 0.97], [3.71, 1.71, -0.32], [3.43, 0.31, 0.24], [1.85, -0.35, -0.30], [1.82, -0.53, -2.10], [2.81, -1.57, -2.64], [1.56, -1.97, 0.47], [2.83, -2.81, 0.71], [4.66, 2.09, 0.06], [2.93, 2.43, -0.04], [3.78, 1.71, -1.41], [3.44, 0.30, 1.33], [4.19, -0.41, -0.08], [2.01, 0.46, -2.52], [0.79, -0.79, -2.36], [3.83, -1.37, -2.32], [2.79, -1.54, -3.73], [2.54, -2.58, -2.33], [0.85, -2.49, -0.18], [1.05, -1.78, 1.41], [3.38, -3.00, -0.21], [2.54, -3.77, 1.12], [3.50, -2.33, 1.42], [-3.59, -1.10, -0.95], [-3.13, -0.05, -1.73], [-1.94, 0.56, -1.41], [-1.21, 0.16, -0.34], [-1.65, -0.87, 0.42], [-2.83, -1.52, 0.14], [-4.52, -1.59, -1.18], [-3.69, 0.30, -2.59], [-1.54, 1.37, -2.00], [-1.03, -1.16, 1.25], [-3.15, -2.34, 0.77]], "total_charge": 2, "de_lowest_kcal_mol": 39.2, "gap_ha": 0.288}

---

No. 2
{"formula": "C13H27BrF3NO9PS", "method": "wB97M-V/def2-TZVPD", "species": ["C", "C", "C", "Br", "P", "N", "S", "C", "F", "F", "F", "H", "H", "H", "H", "H", "H", "H", "H", "H", "C", "O", "C", "O", "O", "C", "H", "H", "H", "H", "H", "H", "C", "O", "C", "O", "O", "C", "H", "H", "H", "H", "H", "H", "C", "O", "C", "O", "O", "C", "H", "H", "H", "H", "H", "H"], "coordinates": [[-3.74, 3.16, 0.47], [-3.21, 3.41, -0.94], [-1.99, 2.56, -1.35], [-1.30, 3.15, -3.05], [-2.34, 0.77, -1.44], [-3.94, 0.46, -1.33], [-1.44, -0.32, -2.92], [-1.50, 0.01, 0.06], [-1.89, -1.24, 0.24], [-0.18, 0.04, -0.13], [-1.79, 0.72, 1.15], [-3.86, 2.10, 0.72], [-4.71, 3.63, 0.59], [-3.07, 3.59, 1.22], [-2.86, 4.45, -0.99], [-3.98, 3.33, -1.71], [-1.19, 2.68, -0.62], [-4.56, 1.26, -1.29], [-4.30, -0.26, -1.95], [-2.29, 0.18, -3.83], [1.07, -2.31, 1.94], [2.26, -2.89, 2.47], [3.26, -2.99, 1.58], [3.20, -2.61, 0.44], [4.29, -3.56, 2.18], [5.45, -3.72, 1.34], [0.36, -2.29, 2.76], [1.28, -1.29, 1.59], [0.69, -2.90, 1.11], [5.80, -2.76, 0.99], [5.21, -4.35, 0.49], [6.19, -4.20, 1.97], [2.43, 5.56, -8.34], [3.02, 4.69, -7.36], [2.21, 4.34, -6.38], [1.05, 4.66, -6.25], [2.88, 3.53, -5.54], [2.09, 3.11, -4.43], [3.22, 5.75, -9.06], [1.58, 5.07, -8.82], [2.10, 6.49, -7.88], [1.21, 2.57, -4.78], [1.79, 3.96, -3.83], [2.72, 2.44, -3.85], [-2.69, -3.51, 7.61], [-2.24, -4.29, 6.49], [-0.95, -4.15, 6.21], [-0.18, -3.41, 6.78], [-0.65, -4.94, 5.18], [0.73, -4.92, 4.80], [-3.75, -3.73, 7.70], [-2.16, -3.79, 8.51], [-2.54, -2.45, 7.41], [1.36, -5.27, 5.61], [1.04, -3.92, 4.52], [0.80, -5.59, 3.95]], "total_charge": 1, "gap_ha": 0.319}

---

No. 3
{"formula": "C13H27BrNO2", "method": "wB97M-V/def2-TZVPD", "species": ["C", "C", "C", "O", "N", "C", "C", "C", "C", "C", "Br", "C", "C", "H", "H", "H", "H", "H", "H", "H", "H", "H", "H", "H", "H", "H", "H", "H", "H", "H", "H", "H", "C", "C", "C", "O", "H", "H", "H", "H", "H", "H", "H", "H"], "coordinates": [[3.43, -1.71, -0.18], [2.09, -1.79, -0.91], [2.12, -1.25, -2.32], [2.56, 0.14, -2.44], [1.75, 1.03, -1.82], [0.53, 1.24, -2.10], [-0.10, 2.26, -1.23], [-1.31, 1.67, -0.51], [-2.50, 1.37, -1.41], [-3.06, -0.02, -1.31], [-1.72, -1.41, -1.54], [1.06, 2.65, -0.26], [2.31, 1.96, -0.82], [3.46, -0.90, 0.55], [4.26, -1.56, -0.87], [3.62, -2.63, 0.38], [1.30, -1.32, -0.33], [1.79, -2.83, -1.03], [1.15, -1.35, -2.83], [2.87, -1.76, -2.92], [0.05, 0.65, -2.88], [-0.44, 3.11, -1.82], [-1.60, 2.41, 0.24], [-0.99, 0.79, 0.05], [-3.32, 2.04, -1.14], [-2.27, 1.58, -2.46], [-3.54, -0.22, -0.35], [-3.78, -0.21, -2.10], [1.21, 3.73, -0.26], [0.81, 2.32, 0.75], [2.97, 2.64, -1.35], [2.92, 1.39, -0.11], [-1.06, -2.36, 3.32], [-1.04, -0.86, 3.08], [-2.44, -0.28, 2.99], [-0.29, -0.55, 1.89], [-1.57, -2.87, 2.49], [-0.04, -2.75, 3.38], [-1.58, -2.61, 4.24], [-0.49, -0.37, 3.88], [-2.99, -0.74, 2.16], [-2.40, 0.80, 2.82], [-3.00, -0.47, 3.90], [-0.73, -0.96, 1.14]], "total_charge": 1, "gap_ha": 0.346}

---

No. 4
{"formula": "C13H27InNO5", "method": "wB97M-V/def2-TZVPD", "species": ["In", "O", "C", "C", "O", "H", "H", "H", "H", "O", "C", "C", "O", "H", "H", "H", "H", "C", "C", "C", "C", "C", "C", "N", "O", "C", "C", "C", "H", "H", "H", "H", "H", "H", "H", "H", "H", "H", "H", "H", "H", "H", "H", "H", "H", "H", "H"], "coordinates": [[-3.74, -2.92, 0.21], [-0.09, -5.63, 2.80], [0.59, -6.88, 2.70], [0.96, -7.70, 4.09], [0.08, -7.65, 5.25], [1.50, -6.66, 2.13], [0.00, -7.43, 1.96], [1.81, -7.18, 4.53], [1.30, -8.73, 3.96], [-2.20, 0.36, 4.09], [-1.93, 1.54, 4.84], [-2.49, 1.80, 6.27], [-2.23, 0.77, 7.20], [-2.30, 2.37, 4.23], [-0.85, 1.60, 4.85], [-3.55, 2.04, 6.25], [-2.11, 2.75, 6.65], [2.19, 0.45, -3.41], [1.37, 0.66, -2.12], [1.95, 1.90, -1.31], [1.50, 3.27, -1.81], [-0.02, 3.29, -1.76], [-0.71, 2.15, -2.59], [-0.13, 0.81, -2.31], [-0.82, -0.19, -2.89], [-2.24, 2.21, -2.14], [-0.52, 2.60, -4.05], [1.60, -0.58, -1.29], [3.18, 0.01, -3.29], [2.09, 1.19, -4.20], [1.69, -0.34, -3.97], [1.72, 1.75, -0.26], [3.04, 1.88, -1.40], [2.02, 3.45, -2.75], [1.98, 4.06, -1.23], [-0.34, 4.32, -1.92], [-0.27, 3.06, -0.72], [-2.22, 1.89, -1.10], [-2.54, 3.25, -2.29], [-2.78, 1.42, -2.65], [-1.07, 3.45, -4.46], [0.53, 2.63, -4.34], [-0.87, 1.87, -4.79], [1.34, -0.47, -0.24], [2.68, -0.70, -1.22], [1.34, -1.53, -1.75], [-0.46, -0.19, -3.78]], "total_charge": -1, "de_lowest_kcal_mol": 190.1, "gap_ha": 0.067}

---

No. 5
{"formula": "C13H27N3NbO3Tl", "method": "wB97M-V/def2-TZVPD", "species": ["N", "C", "O", "Tl", "Nb", "N", "N", "C", "C", "C", "C", "C", "C", "C", "C", "H", "H", "H", "H", "H", "H", "H", "H", "H", "H", "H", "H", "H", "H", "H", "H", "H", "H", "C", "H", "H", "H", "C", "H", "H", "H", "C", "O", "C", "O", "H", "H", "H"], "coordinates": [[-0.25, -1.96, -0.98], [-0.32, -2.97, -1.64], [-0.16, -3.99, -2.23], [2.10, -3.40, -0.21], [0.16, -0.17, -0.05], [1.28, 0.97, -1.26], [0.76, -0.33, 1.89], [1.63, 0.68, -2.67], [0.02, -0.96, 3.01], [2.43, -0.61, -2.72], [2.45, 1.81, -3.31], [0.33, 0.54, -3.45], [0.92, -1.30, 4.20], [-1.03, 0.04, 3.50], [-0.65, -2.22, 2.50], [3.33, -0.53, -2.11], [2.73, -0.81, -3.75], [1.85, -1.47, -2.37], [1.92, 2.76, -3.28], [2.61, 1.54, -4.36], [3.44, 1.91, -2.85], [-0.29, -0.28, -3.08], [0.55, 0.35, -4.51], [-0.24, 1.47, -3.37], [1.80, -1.88, 3.89], [0.35, -1.93, 4.90], [1.24, -0.42, 4.77], [-0.56, 0.93, 3.92], [-1.65, -0.42, 4.29], [-1.69, 0.36, 2.69], [-1.22, -2.05, 1.57], [-1.34, -2.56, 3.28], [0.10, -3.00, 2.32], [1.84, 0.59, 2.27], [2.62, 0.62, 1.50], [1.52, 1.63, 2.46], [2.34, 0.25, 3.19], [1.82, 2.19, -0.65], [1.74, 3.06, -1.32], [1.25, 2.44, 0.26], [2.89, 2.08, -0.38], [-4.07, 1.24, 0.46], [-2.74, 0.86, 0.86], [-1.86, 0.49, -0.05], [-2.03, 0.38, -1.29], [-4.68, 0.33, 0.37], [-4.06, 1.80, -0.47], [-4.44, 1.86, 1.28]], "total_charge": 2, "gap_ha": [0.274, 0.274]}

---

No. 6
{"formula": "C13H27NO5Si", "method": "wB97M-V/def2-TZVPD", "species": ["C", "C", "C", "C", "Si", "N", "C", "O", "H", "H", "H", "H", "H", "H", "H", "H", "H", "H", "H", "O", "C", "O", "C", "C", "C", "H", "H", "H", "H", "H", "H", "H", "H", "O", "C", "O", "C", "C", "C", "H", "H", "H", "H", "H", "H", "H", "H"], "coordinates": [[3.27, 1.03, 1.21], [2.45, 2.21, 1.70], [1.10, 2.40, 0.94], [0.88, 3.93, 0.75], [-0.34, 1.82, 2.05], [-1.22, 0.48, 1.26], [-1.77, 0.86, 0.25], [-2.34, 1.15, -0.74], [4.29, 1.18, 1.55], [2.93, 0.10, 1.64], [3.32, 0.95, 0.13], [3.01, 3.13, 1.58], [2.23, 2.09, 2.76], [1.09, 1.87, -0.01], [1.32, 4.29, -0.17], [1.31, 4.43, 1.61], [-0.17, 4.19, 0.74], [0.10, 1.46, 3.41], [-1.32, 2.93, 2.17], [-7.87, -3.28, 2.40], [-6.74, -2.90, 2.46], [-6.45, -1.63, 2.09], [-5.17, -1.04, 2.27], [-4.22, -1.38, 1.14], [-5.62, -3.83, 2.86], [-4.76, -1.29, 3.25], [-5.35, 0.04, 2.28], [-4.03, -2.45, 1.09], [-3.27, -0.87, 1.27], [-4.65, -1.09, 0.18], [-5.33, -4.43, 2.00], [-5.99, -4.48, 3.65], [-4.74, -3.32, 3.26], [4.44, -0.14, -1.12], [4.15, -0.51, -2.23], [5.02, -0.34, -3.23], [4.84, -0.87, -4.54], [3.97, 0.03, -5.40], [2.78, -1.07, -2.52], [4.45, -1.89, -4.49], [5.83, -0.94, -4.97], [2.97, 0.14, -4.99], [3.89, -0.37, -6.41], [4.41, 1.03, -5.45], [2.08, -0.25, -2.64], [2.47, -1.68, -1.67], [2.74, -1.71, -3.40]], "gap_ha": 0.389}

---

Please write out number 5 again, unchanged.
{"formula": "C13H27N3NbO3Tl", "method": "wB97M-V/def2-TZVPD", "species": ["N", "C", "O", "Tl", "Nb", "N", "N", "C", "C", "C", "C", "C", "C", "C", "C", "H", "H", "H", "H", "H", "H", "H", "H", "H", "H", "H", "H", "H", "H", "H", "H", "H", "H", "C", "H", "H", "H", "C", "H", "H", "H", "C", "O", "C", "O", "H", "H", "H"], "coordinates": [[-0.25, -1.96, -0.98], [-0.32, -2.97, -1.64], [-0.16, -3.99, -2.23], [2.10, -3.40, -0.21], [0.16, -0.17, -0.05], [1.28, 0.97, -1.26], [0.76, -0.33, 1.89], [1.63, 0.68, -2.67], [0.02, -0.96, 3.01], [2.43, -0.61, -2.72], [2.45, 1.81, -3.31], [0.33, 0.54, -3.45], [0.92, -1.30, 4.20], [-1.03, 0.04, 3.50], [-0.65, -2.22, 2.50], [3.33, -0.53, -2.11], [2.73, -0.81, -3.75], [1.85, -1.47, -2.37], [1.92, 2.76, -3.28], [2.61, 1.54, -4.36], [3.44, 1.91, -2.85], [-0.29, -0.28, -3.08], [0.55, 0.35, -4.51], [-0.24, 1.47, -3.37], [1.80, -1.88, 3.89], [0.35, -1.93, 4.90], [1.24, -0.42, 4.77], [-0.56, 0.93, 3.92], [-1.65, -0.42, 4.29], [-1.69, 0.36, 2.69], [-1.22, -2.05, 1.57], [-1.34, -2.56, 3.28], [0.10, -3.00, 2.32], [1.84, 0.59, 2.27], [2.62, 0.62, 1.50], [1.52, 1.63, 2.46], [2.34, 0.25, 3.19], [1.82, 2.19, -0.65], [1.74, 3.06, -1.32], [1.25, 2.44, 0.26], [2.89, 2.08, -0.38], [-4.07, 1.24, 0.46], [-2.74, 0.86, 0.86], [-1.86, 0.49, -0.05], [-2.03, 0.38, -1.29], [-4.68, 0.33, 0.37], [-4.06, 1.80, -0.47], [-4.44, 1.86, 1.28]], "total_charge": 2, "gap_ha": [0.274, 0.274]}